Computed, not measured: a cluster of 2 separate species, C5H6O3 in total, with ωB97M-V with the def2-TZVPD basis set.

Last column: Löwdin charge in e.
Element x y z (Å)
O 4.02 0.81 -0.14  0.112
O -0.39 0.48 -1.07  0.013
O 3.37 -1.46 -0.20  0.158
C 2.58 0.94 0.14  0.015
C 3.31 -0.29 -0.10  -0.515
C -0.65 -1.83 -0.13  0.074
C -1.58 0.68 -0.30  -0.058
C -0.88 -0.57 -0.39  -0.361
H 2.01 1.40 -0.65  0.103
H -2.48 0.85 -0.88  0.113
H -1.32 -2.38 0.50  0.059
H 0.20 -2.34 -0.54  0.062
H 2.37 1.27 1.15  0.114
H -1.45 1.31 0.57  0.111

## Properties
**Net charge**: 0
**F_max**: 1.694 eV Å⁻¹
**HOMO**: -9.6 eV
**Spin multiplicity**: 1
**LUMO**: 0.79 eV
**M**: 114.1 g/mol
**ΔE to the lowest compared entry with this formula, charge and spin**: 84.5 kcal per mole